Molecular formula: C7H10O
Method: DFT, ωB97M-V/def2-TZVPD

The HOMO-LUMO gap is 0.352 hartree.

Geometry as ORCA input:
```
! RIJCOSX wB97M-V def2-TZVPD def2/J DEFGRID3
* xyz 0 1
C 1.57 -1.14 0.12
C 1.89 0.28 -0.37
C 0.69 1.31 -0.22
C -1.06 1.21 0.10
C -1.42 -1.16 0.02
C 0.10 -0.88 0.12
C -0.12 0.36 0.80
H 2.00 -1.20 1.20
H 2.05 -1.66 -0.85
H 2.51 0.11 -1.42
H 2.75 1.17 0.20
H 0.76 2.43 0.21
H -1.46 2.02 0.52
H -1.78 -1.37 1.04
H -1.77 -2.01 -0.45
H 0.04 -0.51 -0.96
H 0.13 0.23 1.91
O -1.89 0.12 -0.60
*
```

These are the Mulliken partial charges, in e, on atoms 1 to 5: C -0.266; C -0.524; C -0.556; C -0.293; C -0.616


Molecular formula: C4H12NS2
Method: DFT, ωB97M-V/def2-TZVPD

The HOMO-LUMO gap is 0.351 hartree. Its SMILES is CSSC[C@@H](C)[NH3+].

Geometry as ORCA input:
```
! RIJCOSX wB97M-V def2-TZVPD def2/J DEFGRID3
* xyz 1 1
C -0.22 1.50 -2.70
S 1.18 1.83 -1.54
S 0.32 2.23 0.32
C -0.56 0.72 0.81
C 0.29 -0.47 1.31
C -0.59 -1.65 1.65
N 1.17 -0.88 0.15
H -0.25 2.22 -3.51
H -0.06 0.46 -2.99
H -1.15 1.64 -2.14
H -1.23 0.85 1.67
H -1.21 0.48 -0.04
H 0.79 -0.22 2.26
H -0.02 -2.54 1.95
H -1.24 -1.41 2.48
H -1.24 -1.89 0.80
H 2.00 -1.41 0.45
H 1.39 -0.03 -0.43
H 0.63 -1.44 -0.50
*
```

These are the Mulliken partial charges, in e, on atoms 1 to 5: C -0.663; S -0.132; S 0.042; C -0.956; C 0.391


Molecular formula: C23H20I2N5OTi
Method: DFT, ωB97M-V/def2-TZVPD

The HOMO-LUMO gap is 0.190 hartree.

Geometry as ORCA input:
```
! RIJCOSX wB97M-V def2-TZVPD def2/J DEFGRID3
* xyz 3 1
Ti -0.23 0.41 -0.13
I 1.38 -3.68 6.05
C 0.64 -2.48 4.49
C -0.66 -2.66 4.01
C -1.10 -1.89 2.96
I -2.97 -2.12 1.98
C -0.27 -0.92 2.39
O -0.65 -0.21 1.35
C 1.05 -0.76 2.85
C 1.91 0.22 2.08
N 1.76 0.00 0.60
C 2.05 -1.42 0.24
C 0.92 -2.14 -0.48
C 1.06 -3.48 -0.80
C 0.04 -4.14 -1.48
C -1.12 -3.43 -1.81
C -1.20 -2.10 -1.45
N -0.20 -1.46 -0.82
C 1.49 -1.54 3.90
H -1.31 -3.41 4.45
H 1.60 1.25 2.31
H 2.96 0.08 2.38
H 2.48 0.60 0.16
H 2.96 -1.49 -0.36
H 2.26 -1.99 1.16
H 1.95 -4.01 -0.52
H 0.15 -5.17 -1.77
H -1.93 -3.92 -2.34
H -2.10 -1.51 -1.66
H 2.50 -1.43 4.27
N -0.86 3.11 -1.99
C 0.17 2.35 -2.47
C 0.82 2.85 -3.62
C 1.84 2.13 -4.20
C 2.19 0.91 -3.62
C 1.54 0.50 -2.48
N 0.54 1.20 -1.87
C -1.69 3.00 -0.90
C -2.62 4.03 -0.72
C -3.44 4.03 0.38
C -3.33 2.97 1.28
C -2.43 1.97 1.03
N -1.58 1.96 -0.04
H -1.05 3.94 -2.54
H 0.51 3.79 -4.04
H 2.33 2.49 -5.09
H 2.97 0.30 -4.04
H 1.82 -0.44 -2.04
H -2.69 4.82 -1.46
H -4.15 4.83 0.54
H -3.95 2.93 2.17
H -2.36 1.13 1.72
*
```

These are the Mulliken partial charges, in e, on atoms 1 to 5: Ti 0.380; I 0.256; C -0.496; C 0.020; C -0.060


Molecular formula: C8H8O2S
Method: DFT, ωB97M-V/def2-TZVPD

The HOMO-LUMO gap is 0.325 hartree. Its SMILES is C#CSC(=C)C1=COCCO1.

Geometry as ORCA input:
```
! RIJCOSX wB97M-V def2-TZVPD def2/J DEFGRID3
* xyz 0 1
C 3.42 -0.11 -1.26
C 2.99 -1.00 -0.61
S 1.95 -2.12 0.18
C 0.80 -0.97 0.96
C 1.07 -0.68 2.26
C -0.16 -0.33 0.12
C -0.71 -0.80 -1.02
O -1.93 -0.33 -1.46
C -2.49 0.57 -0.60
C -1.40 1.57 -0.16
O -0.57 0.89 0.67
H 3.87 0.73 -1.82
H 1.94 -1.13 2.78
H 0.43 -0.16 2.98
H -0.43 -1.82 -1.37
H -2.93 0.08 0.32
H -3.31 1.17 -1.09
H -0.75 1.89 -1.03
H -1.81 2.56 0.15
*
```

These are the Mulliken partial charges, in e, on atoms 1 to 5: C 0.279; C -0.466; S -0.203; C 0.213; C -0.765


Molecular formula: C3H5OP
Method: DFT, ωB97M-V/def2-TZVPD

The HOMO-LUMO gap is 0.411 hartree. Its SMILES is C#C[P@@H](C)=O.

Geometry as ORCA input:
```
! RIJCOSX wB97M-V def2-TZVPD def2/J DEFGRID3
* xyz 0 1
C -2.72 0.84 -0.22
C -1.55 1.03 -0.07
P 0.32 1.12 0.27
C 0.97 -0.43 -0.33
O 1.06 2.33 -0.21
H -3.65 0.53 -0.55
H 0.55 1.02 1.74
H 1.96 -0.30 -0.13
H 0.57 -1.38 0.07
H 0.89 -0.68 -1.39
*
```

These are the Mulliken partial charges, in e, on atoms 1 to 5: C 0.342; C -0.787; P 0.491; C -0.930; O -0.637


Molecular formula: C4H6O2
Method: DFT, ωB97M-V/def2-TZVPD

The HOMO-LUMO gap is 0.382 hartree. Its SMILES is O=C1CC(O)C1.

Geometry as ORCA input:
```
! RIJCOSX wB97M-V def2-TZVPD def2/J DEFGRID3
* xyz 0 1
O 1.91 -1.16 1.29
C 1.02 -0.59 0.72
C -0.34 -0.04 1.15
C -0.51 0.53 -0.27
O -1.67 0.00 -0.88
C 0.83 -0.11 -0.72
H -1.07 -0.82 1.37
H -0.31 0.68 1.98
H -0.51 1.63 -0.31
H -1.65 0.25 -1.82
H 1.61 0.57 -1.08
H 0.70 -0.93 -1.43
*
```

These are the Mulliken partial charges, in e, on atoms 1 to 5: O -0.547; C 0.455; C -0.737; C 0.349; O -0.553